ORCA calculation (ωB97M-V/def2-TZVPD) on a molecular structure, C45H43F5O3P2SZr at a distorted geometry.

Each line ends with the Löwdin charge.
Atoms and positions in Å:
1 Zr 0.60666 -0.54387 0.31479  1.59
2 O 1.35306 1.34483 0.62769  -0.52
3 P 0.51726 2.56463 0.23429  0.70
4 C -0.27844 2.27733 -1.29001  -0.32
5 P -1.66164 0.14413 -1.11021  0.80
6 O -1.29744 0.12673 0.40809  -0.63
7 C -2.95024 1.47533 -1.20671  -0.34
8 C -3.49364 1.89503 -2.41111  -0.10
9 C -4.45474 2.88743 -2.43201  -0.11
10 C -4.88404 3.47043 -1.25081  -0.12
11 C -4.36364 3.03553 -0.04241  -0.10
12 C -3.40594 2.04113 -0.02431  -0.11
13 C -3.13854 -1.04257 -1.17351  -0.33
14 C -3.45424 -1.60057 -2.40501  -0.13
15 C -4.66574 -2.23747 -2.60691  -0.10
16 C -5.58234 -2.30877 -1.57051  -0.11
17 C -5.25074 -1.80767 -0.32111  -0.09
18 C -4.03524 -1.18197 -0.12351  -0.10
19 C -0.52664 2.93353 1.67669  -0.25
20 C -0.14764 2.28433 2.85609  -0.09
21 C -0.72544 2.61313 4.06039  -0.08
22 C -1.69624 3.60463 4.11639  -0.09
23 C -2.08884 4.24923 2.94489  -0.10
24 C -1.51024 3.92303 1.73659  -0.09
25 C 1.70616 3.96093 0.33459  -0.24
26 C 2.50486 4.12353 1.47369  -0.08
27 C 3.46016 5.10903 1.52739  -0.10
28 C 3.65096 5.96633 0.44379  -0.10
29 C 2.83326 5.83953 -0.67721  -0.10
30 C 1.87246 4.85533 -0.72801  -0.08
31 H 0.53516 2.00483 -1.98661  0.02
32 H -0.77254 3.18353 -1.65381  0.01
33 H -3.15284 1.44463 -3.33471  0.10
34 H -4.88314 3.20633 -3.37411  0.09
35 H -5.62974 4.25553 -1.27331  0.08
36 H -4.71294 3.47313 0.88399  0.09
37 H -2.97994 1.70383 0.90989  0.10
38 H -2.73354 -1.52077 -3.21251  0.09
39 H -4.89794 -2.67957 -3.56951  0.10
40 H -6.54764 -2.77287 -1.73441  0.10
41 H -5.95854 -1.89767 0.49239  0.11
42 H -3.76404 -0.78667 0.84629  0.11
43 H 0.61556 1.51813 2.80179  0.09
44 H -0.42404 2.09613 4.95969  0.10
45 H -2.15214 3.86443 5.06029  0.09
46 H -2.84734 5.02153 2.98609  0.10
47 H -1.82634 4.42453 0.83139  0.11
48 H 2.36116 3.44453 2.30239  0.11
49 H 4.07306 5.21573 2.41379  0.10
50 H 4.42326 6.72143 0.47649  0.09
51 H 2.96576 6.51553 -1.51331  0.09
52 H 1.24496 4.74553 -1.60231  0.09
53 C 0.17776 -2.96667 -1.97311  -0.14
54 O 0.75436 -2.07317 -1.04661  -0.51
55 C 2.28056 -2.17867 -0.97321  -0.33
56 C 2.59956 -3.20547 0.10869  -0.11
57 H 0.15636 -3.98957 -1.58381  0.07
58 H 0.74486 -2.94867 -2.91511  0.08
59 H -0.85004 -2.64937 -2.15371  0.05
60 H 2.20186 -4.17987 -0.18111  0.06
61 H 2.15496 -2.94077 1.08599  0.04
62 H 3.67796 -3.31957 0.21449  0.06
63 C 4.43176 0.99903 -0.49481  -0.04
64 C 4.00846 -0.41317 -0.03781  -0.50
65 C 3.86416 -0.35727 1.49349  -0.07
66 C 2.65796 -0.75307 -0.67991  -0.33
67 C 5.14576 -1.32837 -0.47091  -0.18
68 C 6.12156 -1.78417 0.41079  -0.05
69 C 7.23926 -2.47037 -0.03111  -0.11
70 C 7.40686 -2.74017 -1.38021  -0.13
71 C 6.42016 -2.34117 -2.26771  -0.10
72 C 5.30726 -1.65347 -1.82191  -0.03
73 H 3.61046 1.69523 -0.32661  0.06
74 H 4.70146 1.00393 -1.55011  0.08
75 H 5.29676 1.33623 0.07639  0.08
76 H 3.06206 0.34123 1.73529  0.05
77 H 4.77986 0.00333 1.96219  0.07
78 H 3.61816 -1.33987 1.88749  0.07
79 H 2.52036 -0.15167 -1.60751  0.09
80 H 6.03076 -1.60187 1.47099  0.09
81 H 7.99046 -2.77787 0.68749  0.09
82 H 8.29046 -3.25777 -1.73181  0.08
83 H 6.52696 -2.55567 -3.32401  0.09
84 H 4.54426 -1.36467 -2.52711  0.11
85 C 0.63096 -1.23467 2.46709  -0.29
86 H 0.41916 -2.31057 2.53979  -0.06
87 H -0.23634 -0.73767 2.93379  -0.02
88 H 1.50026 -1.03217 3.11119  -0.02
89 F -6.82164 -5.65907 -0.52161  0.06
90 C -5.59004 -5.18687 -0.18681  -0.17
91 C -5.33934 -4.66527 1.07819  -0.17
92 F -6.33424 -4.67137 2.00489  0.07
93 C -4.10334 -4.14267 1.38909  -0.27
94 F -3.94304 -3.64347 2.63519  0.05
95 C -3.01084 -4.10977 0.48019  -0.64
96 S -1.50044 -3.47817 0.88159  0.66
97 C -3.30914 -4.69037 -0.78071  -0.24
98 F -2.33824 -4.77297 -1.72051  0.05
99 C -4.55004 -5.18647 -1.11171  -0.18
100 F -4.77634 -5.69857 -2.34691  0.07

Force components x, y, z for each atom (eV/Å):
Zr 2.131 -2.475 0.682
O 0.100 1.016 0.464
P -0.649 0.612 -1.199
C 1.435 1.299 0.913
P -2.465 -0.336 -2.008
O -0.573 0.534 1.298
C 0.456 0.068 0.022
C 0.094 -0.034 -0.016
C -0.125 0.086 -0.183
C -0.215 0.171 0.023
C -0.145 0.094 -0.037
C 0.117 -0.044 0.038
C 0.506 -0.009 -0.009
C 0.225 0.069 0.066
C -0.223 -0.009 -0.152
C -0.159 -0.060 -0.215
C -0.169 0.192 0.045
C 0.038 0.008 0.016
C 0.075 0.187 0.282
C 0.157 -0.019 -0.610
C -0.366 0.239 0.372
C 0.039 -0.062 -0.287
C -0.138 0.089 0.447
C 0.401 -0.251 -0.357
C 0.279 0.388 0.040
C -0.547 -0.409 -0.384
C 0.443 0.481 -0.073
C -0.367 -0.242 -0.028
C 0.620 0.486 0.256
C -0.437 -0.739 0.274
H -0.196 0.019 0.155
H -0.317 -0.178 -0.022
H 0.004 -0.035 -0.086
H 0.007 0.040 -0.065
H -0.052 0.016 0.001
H 0.011 0.038 0.092
H 0.011 -0.056 0.076
H -0.002 -0.017 -0.082
H -0.015 0.011 -0.008
H -0.002 -0.074 0.037
H -0.027 0.014 0.092
H -0.021 0.003 0.111
H -0.061 -0.010 0.094
H 0.021 -0.061 0.080
H -0.059 0.050 0.088
H -0.041 -0.010 -0.015
H 0.000 0.038 -0.045
H 0.077 -0.037 0.121
H 0.052 -0.009 0.003
H 0.033 0.083 0.007
H -0.010 -0.012 -0.032
H -0.034 -0.060 -0.079
C -0.400 -0.068 -0.482
O -0.298 -0.915 -0.830
C 0.867 -0.363 0.005
C -0.579 0.300 0.002
H 0.043 0.261 0.101
H 0.095 0.175 0.326
H 0.009 -0.074 0.125
H -0.040 -0.066 0.085
H 0.299 -0.377 0.198
H 0.040 0.078 0.038
C -0.163 -0.053 0.068
C -0.323 0.139 0.049
C 0.128 0.020 -0.287
C -0.398 0.657 -0.354
C 0.209 -0.027 -0.034
C -0.064 0.098 0.103
C 0.242 -0.151 -0.137
C 0.120 -0.068 0.154
C 0.052 0.020 -0.125
C -0.107 0.071 0.096
H -0.025 0.032 -0.021
H -0.075 0.020 -0.093
H 0.158 0.059 0.071
H 0.153 -0.105 0.051
H 0.155 0.029 0.187
H -0.042 -0.068 0.154
H 0.279 -0.107 0.001
H -0.079 0.075 0.059
H 0.018 -0.060 -0.008
H 0.024 -0.051 -0.020
H -0.030 -0.046 -0.039
H -0.201 0.072 -0.005
C 0.007 -0.075 0.419
H 0.019 0.134 -0.069
H 0.051 -0.073 -0.098
H -0.032 0.035 -0.228
F 0.305 0.117 0.095
C 0.227 0.041 0.057
C -0.266 -0.279 -0.122
F 0.187 0.060 -0.251
C 0.456 0.008 -0.136
F -0.116 -0.111 -0.299
C -1.027 -0.629 -0.212
S 0.638 0.138 0.381
C 0.270 0.216 0.306
F -0.391 0.017 0.228
C -0.333 -0.329 0.054
F 0.025 0.146 0.232

As for the charge: -2. The value obtained for the LUMO energy is 4.000 eV. For the orbital gap, the calculation gives 3.71 eV. Its relative energy (zero: lowest compared OMol25 entry of this formula, charge and spin) is 70.5 kcal/mol. The value obtained for the total energy is -3593.547235 hartree. The spin multiplicity is 1.

---

ORCA calculation (ωB97M-V/def2-TZVPD) on a molecular structure, C45H43LaN10O4S at a distorted geometry.

Each line ends with the Löwdin charge.
Atoms and positions in Å:
1 La 0.27719 -0.03099 0.25484  2.11
2 O -0.98304 -0.84058 -1.65252  -0.25
3 C -2.10657 -1.15645 -2.17207  -0.38
4 C -2.17404 -1.60296 -3.52458  -0.03
5 C -3.36066 -1.94600 -4.11853  -0.11
6 C -4.56966 -1.86493 -3.41153  -0.13
7 C -4.54000 -1.44595 -2.10288  -0.06
8 C -3.34144 -1.10491 -1.45728  -0.15
9 C -3.38686 -0.77247 -0.05994  -0.10
10 N -2.38724 -0.54097 0.70603  -0.05
11 C -2.66985 -0.42337 2.12394  -0.23
12 C -2.05816 -1.62709 2.81762  -0.22
13 N -0.63048 -1.72145 2.51186  -0.01
14 C -0.03551 -2.67940 3.12012  -0.13
15 C 1.31247 -3.14294 2.95559  -0.16
16 C 1.75033 -4.20095 3.76892  -0.06
17 C 2.98713 -4.77802 3.61587  -0.11
18 C 3.81511 -4.31717 2.58197  -0.09
19 C 3.41908 -3.28874 1.76635  -0.02
20 C 2.17054 -2.62087 1.94124  -0.38
21 O 1.85050 -1.62193 1.21386  -0.29
22 H -1.23999 -1.66154 -4.07340  0.11
23 H -3.36697 -2.28337 -5.14913  0.10
24 H -5.49915 -2.15182 -3.88645  0.09
25 H -5.46512 -1.39395 -1.53621  0.11
26 H -4.39621 -0.76936 0.37600  0.13
27 H -3.74805 -0.38941 2.33096  0.12
28 H -2.21031 0.47865 2.51422  0.07
29 H -2.56585 -2.52389 2.44332  0.12
30 H -2.23659 -1.57122 3.89813  0.12
31 H -0.61766 -3.27720 3.83821  0.13
32 H 1.07519 -4.57510 4.53301  0.11
33 H 3.31094 -5.58234 4.26242  0.09
34 H 4.78046 -4.78464 2.42372  0.10
35 H 4.06446 -2.94493 0.96662  0.10
36 C 3.76900 -0.32512 -0.68315  -0.17
37 C 4.26287 0.54415 0.48921  -0.08
38 C 3.63022 0.31695 1.84697  -0.27
39 C 4.38115 -0.30014 2.84353  -0.03
40 C 3.83415 -0.48684 4.10119  -0.05
41 C 2.55156 -0.02655 4.34238  -0.05
42 C 1.87474 0.58673 3.30051  -0.15
43 N 2.38550 0.74225 2.08202  0.03
44 N 2.56568 0.16732 -1.37698  -0.20
45 C 2.25006 -0.74053 -2.49801  -0.14
46 C 1.80458 -2.13645 -2.13986  -0.26
47 C 2.08773 -3.20093 -2.98862  -0.01
48 C 1.54611 -4.44393 -2.70988  -0.06
49 C 0.74277 -4.58867 -1.58879  -0.04
50 C 0.51573 -3.47452 -0.80123  -0.10
51 N 1.02355 -2.27884 -1.07726  0.01
52 C 2.83058 1.49514 -1.96559  -0.14
53 C 2.46104 2.69804 -1.13093  -0.30
54 C 2.70440 3.96721 -1.64849  -0.02
55 C 2.41720 5.07115 -0.87358  -0.06
56 C 1.90694 4.87436 0.40087  -0.05
57 C 1.68370 3.57902 0.82176  -0.13
58 N 1.94933 2.50435 0.07662  0.05
59 H 3.54929 -1.32559 -0.31984  0.09
60 H 4.59350 -0.39007 -1.41144  0.13
61 H 4.16649 1.59646 0.22735  0.10
62 H 5.32716 0.33432 0.60370  0.11
63 H 5.38508 -0.64315 2.62885  0.11
64 H 4.40044 -0.98280 4.87914  0.11
65 H 2.08367 -0.14616 5.31038  0.11
66 H 0.86974 0.97118 3.43910  0.08
67 H 3.10707 -0.80796 -3.18373  0.13
68 H 1.40560 -0.29607 -3.03388  0.12
69 H 2.71447 -3.05784 -3.85996  0.11
70 H 1.74511 -5.28913 -3.35599  0.11
71 H 0.29667 -5.54005 -1.33515  0.11
72 H -0.10153 -3.53003 0.09086  0.12
73 H 2.26588 1.59357 -2.89159  0.12
74 H 3.89604 1.57080 -2.22532  0.14
75 H 3.10160 4.07437 -2.65081  0.12
76 H 2.56999 6.06935 -1.26254  0.11
77 H 1.66122 5.71119 1.04001  0.11
78 H 1.30856 3.37413 1.81823  0.10
79 N -6.14408 1.64024 -3.96941  0.11
80 C -4.94233 1.82771 -3.30970  -0.32
81 C -3.74676 1.38538 -3.87979  -0.03
82 C -2.54498 1.59804 -3.23712  -0.06
83 C -2.51998 2.26598 -2.02244  -0.27
84 C -3.69674 2.72730 -1.44815  -0.05
85 C -4.90121 2.50326 -2.08528  -0.02
86 S -0.95618 2.55901 -1.24916  0.61
87 O -0.66071 3.96278 -1.33651  -0.27
88 O -0.00586 1.67540 -1.91912  -0.39
89 N -0.95828 2.01743 0.27391  -0.28
90 C -1.40690 2.72832 1.32894  -0.48
91 N -2.23511 3.77789 1.19530  0.13
92 C -2.62282 4.39471 2.29999  -0.12
93 C -2.22024 4.01035 3.56934  -0.06
94 C -1.37544 2.91390 3.61254  -0.14
95 N -0.96343 2.27712 2.52898  0.08
96 H -6.16175 0.91832 -4.66862  0.09
97 H -6.97461 1.69780 -3.40656  0.09
98 H -3.77318 0.84033 -4.81515  0.11
99 H -1.61715 1.22921 -3.65189  0.12
100 H -3.64190 3.25264 -0.50560  0.09
101 H -5.82772 2.84460 -1.63722  0.11
102 H -3.29516 5.23619 2.15925  0.11
103 H -2.54887 4.51679 4.46375  0.09
104 H -1.00725 2.52693 4.55932  0.11

Force components x, y, z for each atom (eV/Å):
La 0.815 -1.669 0.085
O -0.186 0.158 0.021
C -0.192 -0.244 -0.124
C 0.136 -0.035 0.016
C -0.051 -0.014 0.094
C -0.053 -0.051 -0.152
C 0.042 0.005 0.087
C 0.137 -0.007 -0.290
C 0.079 -0.009 0.204
N -0.155 0.008 -0.038
C -0.112 -0.229 0.049
C -0.184 0.007 0.012
N 0.025 0.073 -0.179
C -0.185 0.051 0.101
C 0.254 -0.004 -0.177
C -0.089 0.007 0.010
C 0.083 -0.049 0.060
C -0.061 0.004 0.039
C 0.024 0.078 -0.069
C 0.051 -0.090 0.100
O 0.093 -0.432 0.382
H 0.004 0.003 0.030
H 0.020 -0.006 -0.001
H -0.017 0.029 0.036
H 0.015 0.022 0.027
H 0.013 -0.037 0.020
H 0.010 0.030 -0.013
H -0.004 0.052 0.040
H -0.002 -0.004 0.043
H 0.054 0.023 -0.002
H 0.013 0.029 0.021
H -0.008 0.023 -0.001
H -0.030 -0.010 -0.013
H 0.000 0.011 -0.017
H 0.013 -0.002 0.016
C 0.095 0.006 0.230
C -0.210 -0.190 -0.041
C 0.155 0.070 0.065
C 0.001 0.071 -0.001
C -0.046 0.037 0.008
C 0.061 -0.007 0.042
C 0.161 -0.024 0.145
N -0.009 -0.026 0.401
N 0.006 0.031 -0.122
C -0.104 0.023 -0.081
C -0.004 -0.047 -0.057
C 0.109 -0.092 -0.003
C -0.045 0.018 0.042
C 0.013 0.004 -0.038
C 0.008 -0.013 0.096
N 0.228 -0.151 -0.374
C -0.141 0.082 -0.042
C 0.207 0.040 0.131
C 0.072 -0.031 -0.020
C -0.068 -0.035 -0.059
C -0.030 0.031 0.020
C 0.251 -0.026 0.176
N -0.155 0.222 -0.570
H 0.017 -0.014 -0.035
H -0.056 0.018 -0.047
H 0.116 0.009 0.057
H 0.024 0.023 -0.044
H -0.005 0.013 -0.022
H 0.000 -0.019 -0.012
H -0.020 0.015 -0.016
H -0.047 -0.069 -0.018
H -0.026 0.036 -0.039
H 0.057 0.054 -0.038
H 0.027 0.042 0.037
H 0.011 0.012 -0.009
H 0.005 0.010 0.026
H -0.001 -0.017 -0.017
H -0.002 -0.092 -0.026
H -0.003 -0.011 -0.066
H 0.010 0.004 0.015
H 0.032 0.005 0.022
H 0.008 -0.035 0.034
H -0.103 -0.003 -0.031
N 0.001 0.124 -0.025
C 0.139 0.024 0.011
C -0.098 0.090 -0.040
C 0.070 0.023 -0.017
C 0.154 -0.050 0.235
C 0.079 -0.038 0.020
C -0.037 -0.074 -0.010
S -0.155 0.805 -0.245
O -0.127 0.001 0.091
O -0.132 -0.197 0.312
N -0.881 1.276 -0.640
C -0.229 0.456 0.494
N 0.005 -0.118 -0.103
C 0.024 0.039 0.051
C 0.023 -0.069 -0.036
C 0.021 0.042 0.028
N 0.167 -0.013 -0.271
H -0.024 -0.081 0.042
H -0.040 -0.066 -0.017
H 0.025 0.028 0.005
H -0.046 -0.011 -0.038
H -0.106 0.050 0.006
H 0.019 0.033 0.008
H 0.012 -0.006 0.011
H -0.002 0.026 -0.013
H -0.014 0.011 0.002

The value obtained for the LUMO energy (spin up / spin down) is 0.494 / 0.493 eV. For the orbital gap (spin up / spin down), the calculation gives 7.54 / 7.54 eV. The value obtained for the total energy is -3019.114325 hartree. The spin multiplicity is 1.